The following is a DFT calculation (ωB97M-V with the def2-TZVPD basis set) of C4H6N2S2 as an isolated structure at a distorted geometry.

XYZ file:
```
14
Properties=species:S:1:pos:R:3
C 1.5075 -0.4704 1.3558
C 0.4998 -0.3043 0.1806
C -1.4845 0.1746 -0.8858
C -0.9288 -0.3431 0.2156
H 1.8201 0.6733 2.0446
H 1.2172 -1.4994 2.0757
H 2.6622 -0.7755 0.7903
H 0.6546 2.5949 -2.9664
H -2.4438 0.5622 -1.1130
H -1.1096 -2.2116 2.5934
N 0.8536 0.3412 -0.9460
N -0.4388 0.6509 -1.6057
S -0.6089 1.4065 -3.1949
S -2.2005 -0.7994 1.4560
```

The LUMO energy comes out at -1.422 eV. As for the HOMO-LUMO gap: 6.862 eV.

Want to see where the charge sits? The natural (NBO) charges in e are: C -0.674; C 0.102; C -0.060; C -0.263; H 0.263; H 0.248; H 0.246; H 0.179; H 0.237; H 0.101; N -0.243; N -0.338; S 0.177; S 0.027

The following is a DFT calculation (ωB97M-V with the def2-TZVPD basis set) of a 3-piece molecular cluster, C15H45N7O3P3 overall at a distorted geometry.

XYZ file:
```
73
Properties=species:S:1:pos:R:3
C 6.9264 -0.2794 0.3126
C 5.8102 0.1352 1.2298
O 6.0110 0.7119 2.2473
N 4.3848 -0.1107 0.8616
C 3.9632 0.8893 -0.1929
P 4.0449 -1.6850 0.4953
H 7.8489 0.0765 0.7613
H 6.8435 0.1999 -0.6638
H 6.9995 -1.3553 0.1662
H 3.2940 0.4705 -0.9393
H 3.4693 1.7086 0.3221
H 4.8514 1.2993 -0.6694
H 3.1709 -1.7904 -0.5863
H 3.3496 -2.2185 1.5772
H 5.1750 -2.4765 0.2890
O 1.1356 2.0829 -3.4779
P 0.0025 1.1727 -3.8117
N 0.2681 -0.1390 -2.7397
C 0.2708 -1.5467 -3.0746
C 0.3862 0.1971 -1.3339
N 0.3659 0.7755 -5.4264
C 0.2342 -0.5468 -6.0071
C 1.4592 1.5036 -6.0624
N -1.6698 0.8758 -4.0669
C -2.3006 1.9159 -4.9232
C -2.5048 0.7650 -2.8508
H -0.6159 -1.8528 -3.6370
H 0.2695 -2.1550 -2.1684
H 1.1585 -1.8295 -3.6515
H -0.5922 0.3641 -0.8691
H 0.9726 1.1113 -1.2024
H 0.8900 -0.5861 -0.7572
H 1.0997 -1.1830 -5.7838
H 0.1574 -0.4691 -7.0942
H -0.6742 -1.0480 -5.6794
H 2.4431 1.1269 -5.7566
H 1.4126 2.5621 -5.8283
H 1.3752 1.4122 -7.1468
H -2.2948 2.8986 -4.4438
H -3.3322 1.6391 -5.1344
H -1.7819 1.9954 -5.8745
H -2.4048 1.6274 -2.1864
H -2.2648 -0.1380 -2.2924
H -3.5500 0.6779 -3.1416
O -1.5955 -0.5252 1.6365
P -1.7425 -0.5336 3.1404
N -3.1421 -1.4975 3.3227
C -4.3715 -1.1206 3.9920
C -3.0541 -2.8775 2.8703
N -2.1216 1.1519 3.2349
C -3.2073 1.7286 4.0075
C -1.8812 1.9655 2.0495
N -1.3676 -0.4268 4.8365
C -0.0932 0.2930 5.0951
C -1.2703 -1.7113 5.5644
H -4.2042 -0.7159 4.9948
H -5.0128 -1.9910 4.1242
H -4.9417 -0.3899 3.4135
H -2.5385 -3.5273 3.5936
H -2.5083 -2.9403 1.9257
H -4.0424 -3.2980 2.6938
H -4.1642 1.6705 3.4764
H -3.0048 2.7854 4.2031
H -3.3099 1.2603 4.9830
H -2.6673 1.8424 1.2933
H -0.9277 1.7203 1.5907
H -1.8361 3.0196 2.3328
H 0.7703 -0.2439 4.6893
H 0.0497 0.4142 6.1680
H -0.1191 1.2856 4.6544
H -0.5702 -2.4116 5.1007
H -2.2451 -2.1885 5.6406
H -0.9381 -1.5229 6.5842
```

The LUMO energy comes out at -3.472 eV. Its net charge is +1. As for the HOMO-LUMO gap: 6.632 eV.

Want to see where the charge sits? The Mulliken charges in e are: C -1.027; C 0.398; O -0.438; N 0.118; C -0.661; P 0.249; H 0.324; H 0.339; H 0.387; H 0.253; H 0.239; H 0.326; H 0.189; H 0.155; H 0.136; O -0.902; P 0.720; N 0.332; C -1.071; C -0.998; N 0.191; C -0.997; C -1.017; N 0.015; C -1.092; C -1.108; H 0.329; H 0.419; H 0.267; H 0.460; H 0.248; H 0.218; H 0.284; H 0.364; H 0.267; H 0.298; H 0.320; H 0.331; H 0.352; H 0.409; H 0.331; H 0.413; H 0.225; H 0.431; O -0.656; P 0.673; N 0.120; C -0.934; C -1.023; N 0.168; C -1.067; C -0.976; N -0.022; C -1.110; C -1.005; H 0.319; H 0.403; H 0.239; H 0.274; H 0.225; H 0.454; H 0.308; H 0.365; H 0.301; H 0.330; H 0.171; H 0.356; H 0.331; H 0.422; H 0.311; H 0.348; H 0.287; H 0.366

The following is a DFT calculation (ωB97M-V with the def2-TZVPD basis set) of C26H28N7PS3W as an isolated structure at a distorted geometry.

XYZ file:
```
66
Properties=species:S:1:pos:R:3
W 0.3481 0.1701 -0.9148
C -0.6997 -5.4840 0.6697
C -1.7797 -4.4138 0.7111
N -1.3543 -3.2249 1.4574
C -0.8802 -2.0911 0.9610
S -0.9460 -1.8226 -0.7788
N -0.4239 -1.1897 1.8027
N -0.0306 -0.0355 1.2095
C 0.3421 0.9285 2.0000
C 0.3399 0.8401 3.4832
C 0.7440 2.1454 1.2966
C 1.1352 3.3159 1.9164
C 1.4352 4.4252 1.1411
C 1.3187 4.3505 -0.2413
C 0.9263 3.1579 -0.8061
N 0.6717 2.0707 -0.0524
H -1.0929 -6.3927 0.2143
H -0.3577 -5.7342 1.6752
H 0.1582 -5.1504 0.0831
H -2.6824 -4.7899 1.1882
H -2.0567 -4.1026 -0.2936
H -1.2899 -3.3070 2.4631
H -0.2679 0.0053 3.8095
H -0.0409 1.7611 3.9239
H 1.3585 0.6887 3.8525
H 1.1945 3.3582 2.9946
H 1.7451 5.3489 1.6129
H 1.5173 5.2042 -0.8736
H 0.8024 3.0472 -1.8764
N 5.7831 0.5490 -0.8320
C 4.7111 -0.2200 -0.5673
C 3.3991 0.2808 -0.6204
N 2.3558 -0.5102 -0.3591
C 2.5831 -1.7927 -0.0339
C 3.8855 -2.2605 0.0115
N 4.9319 -1.5010 -0.2595
H 5.7036 1.5135 -1.0950
H 6.6972 0.1300 -0.7928
H 3.2050 1.3151 -0.8707
H 1.7343 -2.4183 0.1888
H 4.0819 -3.2950 0.2676
S -1.6021 1.1587 -2.1474
P -0.5279 0.7746 -3.8308
S 1.1768 -0.1891 -3.1768
C -1.3871 -0.2431 -5.0158
C -1.2425 -1.6291 -5.0002
C -1.9309 -2.3938 -5.9285
C -2.7590 -1.7778 -6.8577
C -2.9069 -0.3966 -6.8663
C -2.2187 0.3794 -5.9484
C -0.0414 2.2973 -4.6428
C 1.0082 2.2662 -5.5636
C 1.3295 3.4149 -6.2676
C 0.6034 4.5833 -6.0624
C -0.4413 4.6123 -5.1500
C -0.7687 3.4683 -4.4333
H -0.5944 -2.1071 -4.2760
H -1.8174 -3.4698 -5.9311
H -3.2884 -2.3792 -7.5853
H -3.5522 0.0767 -7.5943
H -2.3237 1.4573 -5.9648
H 1.5654 1.3521 -5.7337
H 2.1412 3.3983 -6.9834
H 0.8527 5.4747 -6.6237
H -1.0077 5.5223 -4.9998
H -1.5834 3.4843 -3.7197
```

The LUMO energy (alpha / beta) comes out at -6.957 / -7.250 eV. Its multiplicity is 3. Its net charge is +2. As for the HOMO-LUMO gap (alpha / beta): 6.562 / 6.629 eV.

Want to see where the charge sits? The natural (NBO) charges in e are: W 1.106; C -0.618; C -0.220; N -0.537; C 0.320; S 0.007; N -0.407; N -0.307; C 0.273; C -0.686; C 0.175; C -0.202; C -0.091; C -0.231; C 0.079; N -0.537; H 0.241; H 0.220; H 0.205; H 0.227; H 0.216; H 0.424; H 0.279; H 0.245; H 0.258; H 0.256; H 0.255; H 0.259; H 0.238; N -0.758; C 0.378; C -0.046; N -0.476; C -0.049; C 0.064; N -0.382; H 0.407; H 0.432; H 0.209; H 0.227; H 0.231; S -0.336; P 1.266; S -0.296; C -0.485; C -0.117; C -0.212; C -0.152; C -0.179; C -0.171; C -0.375; C -0.192; C -0.195; C -0.163; C -0.192; C -0.223; H 0.215; H 0.235; H 0.239; H 0.239; H 0.230; H 0.230; H 0.240; H 0.240; H 0.237; H 0.237

The following is a DFT calculation (ωB97M-V with the def2-TZVPD basis set) of C3H7NO in the gas phase at a distorted geometry.

XYZ file:
```
12
Properties=species:S:1:pos:R:3
C 0.8262 -0.1218 0.4847
C -0.6195 -0.9113 0.1123
C -0.0289 1.0889 0.2319
H 1.1270 -0.1950 -1.3525
H 1.2694 -0.5842 1.2801
H -0.2079 -1.8652 -0.2477
H -1.4092 -1.3396 0.7324
H -1.9481 0.4312 -0.9661
H 0.4341 1.9946 -0.2412
H -0.3994 1.4428 1.2072
N -0.8470 0.2021 -0.7240
O 1.8032 -0.1425 -0.5170
```

The LUMO energy comes out at 0.990 eV. As for the HOMO-LUMO gap: 9.948 eV.

Want to see where the charge sits? The natural (NBO) charges in e are: C 0.097; C -0.289; C -0.248; H 0.482; H 0.192; H 0.173; H 0.194; H 0.374; H 0.201; H 0.189; N -0.660; O -0.706

The following is a DFT calculation (ωB97M-V with the def2-TZVPD basis set) of an isolated ion of composition C4H6N3OS and charge +1 at a distorted geometry.

XYZ file:
```
15
Properties=species:S:1:pos:R:3
C 1.2819 0.7512 -0.6836
C -1.0138 0.6467 -0.0266
C 2.5288 0.7012 -0.9517
C 0.1052 -1.6792 0.6617
N -2.1981 0.8971 0.1684
N 0.1182 1.1563 -0.4970
N -0.8779 -0.9495 0.1797
O 1.2728 -1.6237 0.9367
S -3.1554 2.2437 0.1709
H 2.9608 0.1616 -1.7158
H 3.3525 1.1090 -0.3815
H -0.2297 -2.6405 1.0733
H 1.8485 -0.8360 0.6422
H -1.7033 -1.4911 0.0289
H -4.2906 1.5531 0.3943
```

The LUMO energy comes out at -4.521 eV. Its net charge is +1. As for the HOMO-LUMO gap: 8.411 eV.

Want to see where the charge sits? The natural (NBO) charges in e are: C 0.427; C 0.540; C -0.581; C 0.556; N -0.549; N -0.466; N -0.581; O -0.560; S 0.352; H 0.277; H 0.291; H 0.193; H 0.526; H 0.440; H 0.136

The following is a DFT calculation (ωB97M-V with the def2-TZVPD basis set) of a 17-piece molecular cluster, C36H101N5O25 overall at a distorted geometry.

XYZ file:
```
167
Properties=species:S:1:pos:R:3
O -17.1464 -2.3954 -0.0973
H -16.3186 -2.2044 -0.5444
H -16.9642 -2.4047 0.8452
H -17.7269 -1.6437 -0.2374
O -10.6622 2.5557 -7.6043
H -11.1855 3.1024 -8.1950
H -11.0262 1.6674 -7.6122
H -10.6711 2.9685 -6.7376
C -12.5780 -1.3180 -4.1271
C -13.0051 -2.1350 -3.0923
C -12.8551 -3.6438 -3.1312
O -13.4074 -4.3882 -2.1996
C -12.2613 -4.3186 -4.1780
C -11.8828 -3.4947 -5.3344
C -12.0773 -1.9171 -5.3371
O -11.7245 -1.2077 -6.3006
O -11.4226 -4.0864 -6.3360
O -13.6210 -1.4642 -2.1692
H -12.7186 -0.2534 -4.0125
H -12.1781 -5.3945 -4.1335
O -11.2577 4.0607 -4.3219
H -10.8251 3.7054 -3.5455
H -11.4303 4.9763 -4.1027
O -7.8255 -3.0294 -8.4224
H -7.9892 -2.1814 -8.8351
H -8.6741 -3.2900 -8.0644
O -8.1327 -5.9489 -4.3706
H -8.8451 -5.4688 -4.7927
H -7.8677 -5.3912 -3.6392
O -16.3691 -7.8474 -0.6298
H -15.7734 -7.1666 -0.9426
H -16.2923 -8.5491 -1.2764
O -13.2206 -0.2118 2.5003
H -13.9900 -0.4522 3.0166
H -13.3232 -0.6922 1.6788
O -13.7941 -4.9446 3.0589
H -14.3793 -4.1960 3.1751
H -13.3722 -4.7904 2.2137
O -10.1868 -6.6629 -9.6352
H -10.5218 -5.9584 -9.0805
H -9.6307 -7.1820 -9.0542
O -14.2614 -6.6335 -7.8630
H -14.0171 -7.4097 -8.3671
H -13.4269 -6.2515 -7.5911
O -10.5672 2.0980 -0.9403
H -11.1451 1.3369 -0.9940
H -10.8575 2.5649 -0.1567
C -17.8005 3.7433 2.2205
O -18.2339 3.1666 0.9953
C -17.1269 2.5906 0.2695
C -17.7621 2.0232 -1.0091
N -18.6988 0.8908 -0.6680
C -19.6824 0.6228 -1.7464
C -19.0363 0.1355 -3.0887
O -18.5911 -1.2232 -2.9889
C -18.0436 -1.8061 -4.2223
H -17.1064 3.1343 2.7998
H -18.6480 3.7536 2.9059
H -17.4220 4.7643 2.1714
H -16.6901 1.7277 0.7723
H -16.3406 3.2940 -0.0044
H -16.9622 1.7122 -1.6812
H -18.2882 2.8045 -1.5576
H -19.2300 1.3788 0.0389
H -20.3281 1.4863 -1.9061
H -20.4043 -0.1337 -1.4390
H -18.1625 0.7610 -3.2713
H -19.7310 0.2825 -3.9156
H -18.6586 -2.2209 -5.0209
H -17.4176 -2.5637 -3.7509
H -17.2410 -1.2329 -4.6864
C -18.4734 -12.7804 -5.0216
O -17.5121 -13.5261 -4.2618
C -17.5478 -13.3795 -2.8565
C -17.4856 -11.9397 -2.2860
N -16.1651 -11.3356 -2.3861
C -15.6081 -11.2855 -3.7312
C -14.2522 -10.5515 -3.8219
O -13.2123 -11.3254 -3.1882
C -11.9623 -10.6133 -3.2900
H -19.4677 -12.6765 -4.5872
H -18.5067 -13.3460 -5.9528
H -18.1496 -11.7731 -5.2836
H -16.6868 -13.9432 -2.4974
H -18.3817 -13.9890 -2.5083
H -17.7338 -11.9640 -1.2249
H -18.1964 -11.2659 -2.7643
H -15.5506 -11.8974 -1.8144
H -16.2909 -10.6639 -4.3104
H -15.4730 -12.2807 -4.1546
H -14.3504 -9.6096 -3.2822
H -14.0088 -10.2247 -4.8329
H -11.5600 -10.4627 -4.2918
H -11.1539 -11.1458 -2.7889
H -12.0604 -9.6212 -2.8494
C -9.1866 5.8226 -10.2632
O -10.2419 4.8657 -10.0939
C -11.4568 5.3137 -10.8335
C -12.5633 4.3157 -10.6544
N -13.1890 4.3980 -9.2950
C -14.2191 3.3769 -9.0685
C -14.9229 3.6334 -7.6667
O -15.6118 4.8678 -7.6346
C -16.3300 5.0070 -6.4013
H -8.2648 5.4372 -9.8275
H -9.2603 6.8300 -9.8537
H -9.0609 5.9464 -11.3389
H -11.1973 5.5030 -11.8751
H -11.7781 6.2723 -10.4261
H -12.2109 3.3035 -10.8527
H -13.3116 4.5241 -11.4192
H -13.6121 5.2870 -9.0693
H -13.6703 2.4352 -9.0790
H -15.0017 3.4682 -9.8217
H -14.2066 3.6428 -6.8451
H -15.5836 2.7772 -7.5308
H -16.8537 5.9526 -6.5419
H -15.7277 5.0254 -5.4930
H -17.0982 4.2391 -6.3101
C -16.8611 -0.6980 -10.1070
O -15.7345 -0.9888 -10.8790
C -14.8818 -1.9192 -10.2451
C -13.6188 -2.0668 -11.0831
N -12.5753 -1.0499 -10.7770
C -11.3551 -1.5363 -11.4176
C -10.1574 -0.5304 -11.4524
O -9.6284 -0.3000 -10.1458
C -8.3817 0.4135 -10.1102
H -17.4802 -1.5762 -9.9232
H -17.4451 0.0043 -10.7018
H -16.6896 -0.2799 -9.1152
H -15.4457 -2.8460 -10.3499
H -14.6287 -1.7705 -9.1954
H -13.7444 -2.1354 -12.1636
H -13.2230 -3.0324 -10.7684
H -12.3656 -1.2101 -9.8021
H -11.5038 -1.6895 -12.4864
H -11.1323 -2.4515 -10.8690
H -10.4692 0.3828 -11.9594
H -9.4107 -0.9982 -12.0941
H -8.2943 1.1706 -10.8894
H -7.5243 -0.2412 -10.2660
H -8.2230 0.9048 -9.1502
C -3.6005 -3.6023 -2.4663
O -4.1623 -2.3548 -2.7151
C -5.3870 -2.4502 -3.4387
C -6.6329 -2.2110 -2.5333
N -6.8690 -3.3546 -1.5880
C -7.9873 -2.9660 -0.7716
C -8.2887 -4.0398 0.3122
O -7.1840 -4.2105 1.2135
C -7.1687 -3.1501 2.1397
H -2.6008 -3.6443 -2.0340
H -3.6379 -4.2666 -3.3297
H -4.1188 -4.1370 -1.6702
H -5.5524 -3.2957 -4.1064
H -5.3842 -1.6117 -4.1352
H -7.3912 -2.2624 -3.3146
H -6.4678 -1.2971 -1.9626
H -6.0931 -3.3728 -0.9417
H -8.8818 -2.8810 -1.3887
H -7.7910 -2.0720 -0.1796
H -8.6083 -4.9223 -0.2421
H -9.1975 -3.7538 0.8417
H -6.2671 -3.2673 2.7409
H -8.0581 -3.1380 2.7698
H -7.0964 -2.1293 1.7643
```

The LUMO energy comes out at -1.718 eV. As for the HOMO-LUMO gap: 3.446 eV.

Results of the Mulliken charge analysis, in e, for atoms 1 through 99: O -0.320; H 0.404; H 0.436; H 0.352; O -0.223; H 0.298; H 0.436; H 0.387; C -0.614; C 0.515; C 0.397; O -0.856; C -0.841; C 0.586; C 0.295; O -0.736; O -0.805; O -0.876; H 0.439; H 0.544; O -0.585; H 0.319; H 0.285; O -0.653; H 0.313; H 0.335; O -0.680; H 0.323; H 0.313; O -0.679; H 0.332; H 0.320; O -0.605; H 0.287; H 0.315; O -0.606; H 0.268; H 0.339; O -0.645; H 0.328; H 0.320; O -0.633; H 0.310; H 0.320; O -0.635; H 0.330; H 0.311; C -0.817; O -0.318; C -0.603; C -0.725; N -0.213; C -0.945; C -0.353; O -0.268; C -0.823; H 0.327; H 0.275; H 0.285; H 0.282; H 0.407; H 0.457; H 0.393; H 0.230; H 0.531; H 0.384; H 0.267; H 0.398; H 0.286; H 0.280; H 0.354; C -0.675; O -0.355; C -0.552; C -0.743; N -0.234; C -0.425; C -0.623; O -0.334; C -0.757; H 0.332; H 0.260; H 0.223; H 0.334; H 0.415; H 0.383; H 0.362; H 0.255; H 0.238; H 0.347; H 0.272; H 0.426; H 0.304; H 0.264; H 0.313; C -0.816; O -0.227; C -0.694; C -0.705